[1]
ORCA calculation (wB97M-V/def2-TZVPD) on a cluster of 2 separate species, C5H15NOS in total at a distorted geometry.

Positions of all 23 atoms, in Å:
C -1.2552 -0.7436 1.4934
C -1.4092 -0.9892 -0.0299
C -1.3988 0.3096 -0.8778
N -0.7081 0.2675 -2.1592
C 0.6593 0.7228 -2.2053
C 1.7077 -0.1049 -1.4317
S 2.5911 -1.3364 -2.4227
H -0.4505 -1.3239 1.9225
H -1.1025 0.3014 1.7757
H -2.2011 -0.9534 2.0041
H -0.5625 -1.5856 -0.3425
H -2.3534 -1.4837 -0.2027
H -0.9826 1.1584 -0.3245
H -2.4272 0.6165 -1.0727
H -0.8161 -0.6059 -2.6619
H 0.6744 1.7597 -1.8535
H 0.9385 0.7757 -3.2551
H 2.4261 0.5261 -0.9249
H 1.1782 -0.6636 -0.6695
H 1.7232 -2.3412 -2.2646
O 1.3051 1.6829 4.8482
H 1.9599 1.8807 5.5210
H 0.5038 2.1303 5.1335

Cartesian forces, eV/Å:
C -0.96 0.43 -0.02
C 0.51 1.27 0.60
C -0.09 0.16 -0.10
N -0.07 -0.23 -0.20
C 0.19 0.30 -0.07
C -0.76 -0.10 -0.02
S 0.24 -0.02 -0.12
H 0.04 -0.19 0.19
H 0.38 0.05 -0.39
H 0.24 -0.43 0.07
H -0.14 -0.47 -0.27
H 0.00 -0.53 -0.23
H 0.18 -0.24 0.09
H -0.19 -0.10 0.02
H -0.16 0.06 0.16
H 0.02 -0.07 0.17
H 0.17 -0.03 -0.12
H 0.31 0.07 -0.08
H 0.14 0.07 0.33
H -0.06 -0.01 0.00
O -0.06 -0.06 -0.13
H 0.05 0.03 0.09
H 0.00 0.02 0.03

Summary:
- E_LUMO: 0.811 eV
- Structure (SMILES): CCCNCCS.O
- Frontier orbital gap: 9.199 eV
- E_HOMO: -8.3877 eV
- E_tot: -727.64977 a.u.

***

[2]
ORCA calculation (wB97M-V/def2-TZVPD) on an isolated molecule of C7H10N2O2S at a distorted geometry.

Positions of all 22 atoms, in Å:
C -1.9829 1.3571 0.5191
N -0.6775 0.6496 0.6096
C 0.1134 0.4156 -0.6879
C -0.4083 -0.4602 -1.6391
C 0.4110 -0.7441 -2.7543
C 1.5996 -0.1758 -2.8370
N 2.1085 0.6028 -1.9162
C 1.4189 0.9827 -0.9013
S 0.2966 1.1582 1.9218
C 1.2870 -0.3752 2.0605
O -0.5121 1.2024 3.0775
O 1.1326 2.2947 1.6660
H -2.4876 1.3279 1.5183
H -1.7015 2.4836 0.2185
H -2.6136 0.7901 -0.0778
H -1.2185 -1.0206 -1.3804
H -0.0768 -1.3093 -3.5827
H 2.2553 -0.3904 -3.7654
H 1.9886 1.6274 -0.1082
H 1.7634 -0.6256 1.0941
H 1.9361 -0.2861 2.8850
H 0.6664 -1.3096 2.0202

Cartesian forces, eV/Å:
C 2.35 2.86 1.72
N 1.57 0.09 -1.01
C -0.76 0.80 1.64
C 3.48 1.61 0.52
C -4.45 -1.10 -0.31
C 3.09 -0.28 -3.08
N 1.92 0.85 -0.73
C -0.57 0.43 2.83
S 0.79 -2.39 -0.94
C -1.37 -0.90 -2.63
O -1.36 0.19 1.02
O -0.06 -0.01 -0.25
H 0.79 0.28 -0.67
H -1.50 -2.41 0.30
H -1.01 -0.50 -1.79
H -2.50 -1.19 0.22
H 0.92 0.17 0.75
H -0.99 0.41 1.65
H -1.57 -1.16 -1.75
H 0.67 1.03 0.54
H 0.78 0.00 0.84
H -0.20 1.22 1.16

Summary:
- E_LUMO: 0.577 eV
- Structure (SMILES): CN(c1cccnc1)S(C)(=O)=O
- Frontier orbital gap: 9.995 eV
- E_HOMO: -9.4185 eV
- E_tot: -930.82667 a.u.

***

[3]
ORCA calculation (wB97M-V/def2-TZVPD) on an isolated molecule of C18H25NO3.

Positions of all 47 atoms, in Å:
O -1.4044 -1.4387 0.3208
C -1.7208 -0.2882 0.1372
O -2.6340 0.0331 -0.7811
C -1.1873 0.9370 0.8422
C -2.3696 1.7678 1.3700
C -3.0886 1.0150 2.4877
C -2.1293 0.6850 3.6284
C -0.9384 -0.1229 3.1156
C -0.2273 0.6641 2.0132
C 1.1199 0.0749 1.5843
O 2.0966 0.7914 1.4666
N 1.1612 -1.2611 1.4251
C 2.3692 -1.9121 0.9622
C 2.6467 -1.6331 -0.5168
C 1.6161 -2.2696 -1.4461
C 1.6934 -1.6812 -2.8636
C 1.1870 -0.2676 -2.8684
C -0.1779 -0.0190 -2.9453
C -0.6699 1.2720 -2.8769
C 0.2016 2.3366 -2.7195
C 1.5643 2.1032 -2.6558
C 2.0524 0.8108 -2.7357
H -2.9439 -0.7626 -1.2426
H -0.6620 1.5131 0.0696
H -1.9885 2.7155 1.7539
H -3.0610 1.9844 0.5552
H -3.9157 1.6212 2.8625
H -3.5093 0.0880 2.0902
H -2.6547 0.1206 4.4012
H -1.7706 1.6137 4.0781
H -1.2901 -1.0825 2.7368
H -0.2404 -0.3176 3.9319
H 0.0344 1.6495 2.4180
H 0.2861 -1.7491 1.3015
H 2.2702 -2.9834 1.1486
H 3.1984 -1.5166 1.5553
H 2.6400 -0.5501 -0.6451
H 3.6446 -1.9984 -0.7670
H 1.7817 -3.3486 -1.4915
H 0.6117 -2.1016 -1.0522
H 1.0852 -2.2907 -3.5359
H 2.7275 -1.7146 -3.2118
H -0.8585 -0.8508 -3.0687
H -1.7338 1.4497 -2.9390
H -0.1811 3.3447 -2.6547
H 2.2499 2.9296 -2.5408
H 3.1186 0.6392 -2.6977

Cartesian forces, eV/Å:
O -0.10 -0.19 0.03
C 0.22 -0.22 0.03
O -0.51 0.31 -0.36
C 0.06 0.36 0.01
C -0.20 -0.13 -0.10
C 0.11 0.28 0.13
C -0.11 -0.26 -0.11
C 0.02 0.25 0.20
C 0.05 -0.29 -0.19
C -0.51 0.14 0.33
O 0.37 0.23 -0.09
N 0.01 -0.47 -0.07
C 0.33 0.26 -0.14
C -0.26 -0.16 0.17
C 0.29 0.07 -0.05
C -0.15 -0.12 0.18
C 0.08 -0.05 -0.14
C 0.02 0.01 -0.01
C -0.09 0.07 -0.02
C -0.05 0.12 -0.02
C 0.05 0.08 0.03
C -0.02 0.03 -0.06
H 0.22 -0.04 0.25
H -0.03 -0.05 0.00
H 0.05 0.04 -0.03
H 0.05 0.09 0.04
H -0.07 -0.07 -0.05
H -0.11 -0.05 -0.01
H 0.02 0.05 0.06
H 0.01 0.04 0.08
H 0.04 -0.06 0.04
H 0.02 -0.07 -0.02
H 0.02 -0.13 -0.12
H 0.01 0.17 0.07
H 0.04 0.03 0.04
H -0.05 -0.17 -0.01
H 0.11 -0.02 0.04
H 0.08 0.03 -0.05
H -0.05 -0.06 0.03
H -0.05 -0.05 -0.02
H 0.07 0.02 -0.06
H 0.01 -0.03 -0.08
H -0.07 -0.11 0.00
H -0.06 0.01 0.00
H -0.02 0.08 -0.01
H 0.06 0.07 0.02
H 0.10 -0.04 0.03

Summary:
- E_LUMO: 0.572 eV
- Structure (SMILES): O=C(O)[C@H]1CCCC[C@H]1C(=O)NCCCCc1ccccc1
- Frontier orbital gap: 9.607 eV
- E_HOMO: -9.0349 eV
- E_tot: -981.44171 a.u.